13
Properties=species:S:1:pos:R:3 method="wB97M-V/def2-TZVPD" lumo_ev=1.1 homo_energy_ev=-8.7657 largest_force_ev_per_a=4.040
N -2.30474 0.23639 0.21861
N -1.48917 0.40282 1.29455
N 0.22580 -0.43415 -0.03874
C 1.64336 -0.57737 -0.33599
C -0.26729 0.08340 1.21628
C 0.82943 0.40158 -1.00582
H -1.76675 -0.33616 -0.47602
H 0.49843 0.32421 1.92803
H 2.40875 -0.19693 0.43738
H 1.06281 1.51537 -0.85958
H -3.21748 -0.21061 0.46922
H 1.86456 -1.52037 -0.81132
H 0.51230 0.31181 -2.03659